No. 1
ORCA calculation (ωB97M-V with the def2-TZVPD basis set) on a 17-piece molecular cluster, C43H126N6O17 overall.

```
192
C43H126N6O17 | OMol25 | ωB97M-V with the def2-TZVPD basis set
C -3.57 -5.91 0.46
H -1.68 -2.64 0.78
H -0.80 -5.09 2.44
C 2.79 -3.28 4.84
H 1.65 8.26 -4.88
H -3.30 -7.37 2.07
H 0.31 -7.16 3.31
H -3.12 0.90 4.76
H -5.21 1.73 -5.83
H -4.39 1.93 3.03
H -3.04 1.75 -4.90
C 3.35 -4.67 -0.71
H 3.62 0.14 4.66
C -0.82 4.99 4.06
H -2.74 5.46 -8.67
H 5.49 -3.02 2.75
H -4.19 -3.06 2.68
H -2.05 3.37 -4.13
H -2.15 2.71 1.75
C -0.49 6.37 -3.06
H 9.06 -1.98 -1.41
H -0.66 -4.67 -1.75
C 0.05 -6.28 3.91
H -5.84 -2.48 3.00
H -0.08 2.44 4.45
C -0.78 -4.65 -3.56
H 1.41 -4.47 -3.35
H 1.21 0.85 -2.37
H -6.38 3.21 -0.55
H -5.54 2.77 -4.38
H -5.48 -0.17 2.10
H 7.12 -4.21 5.09
H 2.40 2.62 4.89
H 1.71 6.19 -0.47
N 2.88 -3.06 2.43
H 0.37 3.38 -4.24
H 0.77 -3.26 -4.34
H 1.65 6.74 -2.93
H -1.29 -1.40 -5.68
O 5.75 -2.64 4.74
H 4.10 -3.93 -0.43
H 3.51 -4.90 -1.77
C 4.43 -0.55 0.01
C 6.63 -1.48 -0.42
H 1.36 4.44 -3.22
O 1.20 -5.16 2.12
H 0.14 -4.12 3.57
H 1.68 -4.30 0.34
C -3.43 -1.75 -5.66
O -3.31 -1.88 -4.23
H 2.88 4.57 -0.58
H -3.26 -2.77 -6.02
C 0.69 8.54 -2.20
C -5.85 3.57 -1.43
H 1.97 0.24 4.12
H -0.78 0.81 0.70
H -4.40 -1.43 -6.03
C -2.16 -0.84 -6.00
H 6.29 -1.78 -1.41
H 8.13 -3.24 -1.91
H -2.10 0.07 -5.40
H -0.99 -6.51 4.10
H 1.52 9.23 -2.34
O 2.01 -4.32 -0.56
H 9.27 -2.92 1.47
O -2.96 4.28 -6.90
H -0.60 -1.04 2.59
C 2.61 0.39 4.99
H -2.79 2.24 -7.24
N 8.60 -2.82 -1.11
H 0.76 8.22 -1.16
C -3.47 -7.33 1.00
C -2.28 3.61 2.36
H -1.70 1.87 -1.38
O -4.50 2.99 -1.45
N 0.77 7.89 -4.54
C -1.45 3.57 3.72
C -2.62 -0.04 4.55
H 2.92 2.00 6.45
H 0.57 -6.05 4.84
H -0.66 -2.62 -0.71
H -2.33 0.95 -2.64
H -3.96 -5.96 -0.56
H -4.30 -5.39 1.09
H -1.50 0.11 6.54
N 0.30 -1.18 2.15
C 2.25 1.82 5.61
C 8.52 -2.16 1.25
C -2.64 3.01 -6.48
H -0.53 0.24 5.14
C -0.67 -2.65 0.38
H 4.20 -0.57 -1.06
C -0.13 -1.28 0.74
H -0.69 1.75 3.27
C -4.54 2.69 2.26
H -2.09 3.35 4.58
H -2.52 3.88 -8.83
H -4.56 2.28 1.25
O 0.86 2.06 6.06
H -5.14 3.43 -5.96
H -4.11 -2.27 -3.87
H 1.55 3.63 -1.10
O 5.49 -1.45 0.42
H 1.97 0.22 -3.86
O 1.19 5.49 -0.07
O -3.68 3.81 2.67
H -1.93 4.44 1.74
H 7.47 -2.72 5.80
H -4.11 3.09 -2.32
H 1.78 -2.89 4.97
H 7.70 -2.84 4.00
H 0.64 -0.23 2.28
O -0.04 0.49 -3.92
H 1.73 4.05 1.88
C -1.06 -0.16 0.28
H 2.43 2.60 1.05
H 2.75 -4.37 4.91
C 0.34 4.11 -3.43
H -3.38 -0.81 4.68
H -1.60 2.93 -6.14
C 0.54 -3.83 -3.44
H -6.28 3.28 -2.39
C -4.94 -1.75 1.14
H 0.62 7.23 -5.30
H -0.02 -3.49 0.65
N -0.38 2.68 3.51
C -2.03 0.86 -1.60
C -3.42 2.73 -5.18
H 7.18 -0.55 -0.56
H -2.93 0.69 -1.01
H -1.32 -1.28 5.60
H -4.11 -2.06 0.50
H -0.60 4.86 5.12
N -3.05 3.41 -3.99
C 1.72 3.43 0.98
H -0.74 0.17 -3.34
H 4.99 -4.35 3.83
H -1.57 5.78 4.08
C 4.99 -3.27 3.69
H 2.43 -0.37 5.74
H -2.82 -0.05 2.66
H 0.74 2.96 1.01
H 0.76 2.15 7.01
H -2.67 -7.96 0.63
H 7.86 -2.09 2.12
H -1.17 4.68 -8.16
H -5.48 -3.77 1.74
H 3.34 -3.02 5.74
H -0.23 9.11 -2.33
H 0.48 -3.16 -2.58
H -2.19 -0.62 -7.07
C 7.68 -2.57 0.04
H -5.83 -1.67 0.52
C 3.52 -2.68 3.69
H -1.37 6.97 -3.32
H 4.91 0.41 0.18
H 3.61 -1.59 3.67
H -5.80 4.66 -1.45
H 0.81 -1.13 0.21
H 3.70 -5.51 -0.11
H -0.15 3.66 -2.57
C -1.46 -0.20 5.50
H 8.96 -1.16 1.20
H -4.43 -7.83 0.86
H 7.17 -3.46 0.41
H -2.03 -5.27 -0.43
H -3.26 4.39 -3.99
C 1.88 4.26 -0.28
H 1.76 -4.39 2.26
H 2.01 -2.56 2.35
O -4.68 -0.51 1.69
O -2.06 0.04 3.24
O -0.43 5.27 -3.86
H 0.05 5.23 3.44
O -1.03 -0.07 -1.16
C -4.92 2.62 -5.26
H 3.54 -0.68 0.63
C 7.10 -3.14 4.86
O -2.45 -5.09 0.42
H 0.94 -0.88 -2.88
C 0.12 -5.07 3.03
H -0.69 -5.59 -4.11
H -0.68 6.14 -2.01
C 0.77 7.33 -3.16
H -5.54 3.11 2.27
O -1.35 -4.89 -2.37
H -2.06 -0.28 0.69
H 3.47 -2.70 1.70
H -1.50 -4.12 -4.19
C -2.26 4.65 -8.11
C 1.10 0.15 -3.20
C -5.16 -2.85 2.22
```

* orbital gap: 9.32 eV
* E_tot: -90372.0602 eV


No. 2
ORCA calculation (ωB97M-V with the def2-TZVPD basis set) on C43H27FeN3O5S3 as an isolated structure.

```
82
C43H27FeN3O5S3 | OMol25 | ωB97M-V with the def2-TZVPD basis set
O 3.37 0.43 1.76
H 3.32 -5.93 1.65
H -1.46 1.72 5.30
C 1.31 -6.55 1.26
H 2.97 8.38 3.35
C -3.29 -2.36 -5.71
C 2.16 0.49 1.58
C 0.63 -3.86 1.64
C 0.67 1.43 4.98
H -2.23 -4.13 -3.27
C 2.29 -5.62 1.57
C 1.24 0.77 2.78
C -0.02 -6.14 1.15
S 0.27 -2.13 1.85
O 1.52 0.36 0.48
C 0.03 1.81 -1.72
H -4.37 -2.50 0.70
C 1.53 5.59 2.14
C 0.59 -2.39 -1.28
H 0.18 1.05 -5.02
H -4.15 -2.95 -6.00
H 0.31 2.12 6.71
C -0.70 -2.43 -0.72
C -1.17 -1.42 -5.61
C -1.00 -1.83 0.60
C 0.30 3.57 1.37
H 1.81 7.13 5.34
H -2.24 -0.57 -1.85
Fe -0.53 0.53 0.65
S 1.06 5.38 3.80
H 2.70 1.17 4.28
C 1.83 6.83 4.31
C -0.36 -4.81 1.34
C -1.74 -0.81 -4.52
C -2.35 -1.96 1.09
H -1.39 -4.48 1.25
H 1.65 3.04 -4.48
C 1.29 3.84 -1.18
H 2.66 7.10 1.08
C 0.42 1.91 -3.08
C 2.43 7.45 3.25
C -2.39 1.14 2.70
C 2.26 6.75 2.02
H 0.07 -4.09 -4.17
C -3.08 -3.05 -0.95
C 1.65 1.12 4.05
H -3.87 -3.53 -1.52
C -0.14 -3.63 -3.22
C 1.95 -4.28 1.75
O 1.07 1.77 6.24
H 1.87 -2.93 -2.91
H -0.79 -6.86 0.90
N -0.06 2.66 0.50
N -0.06 0.69 2.47
C 1.64 4.76 -0.23
O -3.36 1.35 3.44
H -1.77 -2.91 -7.13
C -0.12 1.01 -3.98
S -3.38 -1.32 -4.35
C 1.73 3.89 -2.56
H 2.39 4.69 -2.86
C -0.67 1.42 4.63
C -1.43 -3.65 -2.71
C 0.87 -2.98 -2.50
H 1.57 -7.59 1.11
H 1.36 -1.87 -0.73
C -1.75 -3.05 -1.47
H 2.71 -3.54 1.97
C 0.44 2.76 -0.79
H -2.57 -1.63 2.10
N -0.85 0.81 -1.29
C -3.36 -2.48 0.31
C 1.16 4.64 1.11
C -2.06 -2.31 -6.28
C -1.11 0.12 -3.57
C -1.00 1.05 3.34
H 2.29 5.59 -0.51
C 1.32 2.97 -3.45
O -2.36 1.02 1.44
C -1.45 0.09 -2.21
H -0.15 3.47 2.36
H -0.13 -1.28 -5.87
```

* spin multiplicity: 5
* orbital gap (spin up / spin down): 3.70 / 6.09 eV
* net charge: -2
* E_tot: -126633.5765 eV


Number 1: strongest force on any atom 0.0700 Eh/bohr. Number 2: strongest force on any atom 0.0195 Eh/bohr.